Entry 1:
Computed, not measured: 4 unconnected molecules or ions with the total composition C21H27BBrN5O5, with ωB97M-V/def2-TZVPD.

Cartesian coordinates (Å):
N: 0.76 1.17 1.80
B: 2.15 0.65 1.79
O: 2.99 1.12 2.80
O: 2.59 -0.24 0.76
C: 2.80 -1.51 1.19
O: 3.34 -1.73 2.23
N: 2.43 -2.62 0.39
C: 3.71 -3.34 0.05
C: 3.87 -4.70 0.79
C: 2.57 -5.55 0.89
O: 2.79 -6.55 1.91
C: 1.86 -2.18 -0.91
C: 0.49 -1.50 -0.75
O: -0.21 -1.61 0.15
Br: -0.03 -0.36 -2.29
H: 0.60 1.65 0.91
H: 0.10 0.39 1.88
H: 2.62 0.77 3.62
H: 3.78 -3.54 -1.03
H: 4.60 -2.73 0.31
H: 4.32 -4.58 1.80
H: 4.59 -5.29 0.20
H: 2.39 -6.14 -0.03
H: 1.68 -4.97 1.20
H: 3.04 -6.10 2.73
H: 2.60 -1.55 -1.44
H: 1.68 -3.09 -1.52
N: -1.35 3.39 0.43
C: -2.24 3.28 -0.56
C: -3.23 4.22 -0.80
C: -3.31 5.33 0.02
C: -2.39 5.46 1.05
C: -1.43 4.47 1.21
H: -2.15 2.39 -1.17
H: -3.93 4.08 -1.62
H: -4.07 6.08 -0.14
H: -2.41 6.32 1.71
H: -0.69 4.53 2.00
N: -3.05 2.14 4.86
C: -3.91 1.38 5.54
C: -3.88 -0.01 5.55
C: -2.89 -0.64 4.81
C: -1.98 0.13 4.10
C: -2.11 1.51 4.16
H: -4.67 1.92 6.10
H: -4.60 -0.57 6.12
H: -2.83 -1.72 4.79
H: -1.20 -0.33 3.51
H: -1.42 2.15 3.62
N: -1.05 1.37 -5.45
C: -1.49 0.24 -6.00
C: -0.97 -0.31 -7.16
C: 0.08 0.35 -7.78
C: 0.56 1.52 -7.23
C: -0.04 1.99 -6.07
H: -2.32 -0.24 -5.48
H: -1.36 -1.23 -7.56
H: 0.52 -0.05 -8.69
H: 1.37 2.07 -7.69
H: 0.30 2.91 -5.60

Summary:
Structure (SMILES)   NB(O)OC(=O)N(CCCO)CC(=O)Br.c1ccncc1.c1ccncc1.c1ccncc1
LUMO energy   0.017 Ha
2S+1   1

Results of the Mulliken charge analysis, in e, for atoms 1 through 8: -0.199, 0.509, -0.516, -0.406, 0.225, -0.566, 0.342, -0.827

Entry 2:
Computed, not measured: 2 unconnected molecules or ions with the total composition C21H27BClF8O10S, with ωB97M-V/def2-TZVPD.

Cartesian coordinates (Å):
C: 1.25 -3.16 -0.52
C: 1.82 -2.01 -1.51
C: 0.76 -0.83 -1.83
O: 1.35 0.41 -1.41
B: 0.47 1.19 -0.49
C: 1.37 2.54 -0.08
C: 2.15 3.18 -1.32
C: 3.13 4.35 -0.71
S: 2.27 5.97 -0.49
O: 2.17 6.61 -1.85
O: 0.99 5.91 0.29
O: 3.33 6.94 0.41
C: -0.85 1.76 -1.30
C: -2.24 1.06 -0.93
O: -3.31 1.89 -1.50
C: -3.98 1.24 -2.60
C: -5.47 0.93 -2.14
F: -6.16 0.41 -3.31
F: -5.52 -0.16 -1.19
C: -6.32 2.21 -1.65
F: -7.57 2.19 -2.38
F: -5.71 3.46 -2.03
C: -6.57 2.30 -0.07
F: -6.82 3.69 0.21
F: -5.42 1.97 0.71
C: -7.87 1.51 0.45
F: -8.36 2.20 1.62
F: -7.60 0.15 0.80
C: 0.14 0.42 0.93
C: 1.40 -0.22 1.67
O: 2.60 -0.13 1.27
Cl: 1.20 -1.18 3.26
H: 0.19 -3.49 -0.77
H: 2.02 -4.03 -0.59
H: 1.35 -2.77 0.57
H: 2.72 -1.52 -0.98
H: 2.21 -2.49 -2.47
H: 0.66 -0.78 -2.98
H: -0.28 -1.04 -1.40
H: 2.04 2.37 0.84
H: 0.59 3.33 0.25
H: 2.87 2.45 -1.85
H: 1.46 3.73 -2.07
H: 4.09 4.48 -1.33
H: 3.43 4.00 0.35
H: 2.85 7.38 1.15
H: -0.66 1.60 -2.43
H: -1.01 2.90 -1.18
H: -2.25 -0.03 -1.29
H: -2.47 1.02 0.21
H: -4.06 2.03 -3.45
H: -3.42 0.35 -3.05
H: -8.74 1.50 -0.29
H: -0.36 1.15 1.68
H: -0.60 -0.45 0.74
C: 4.41 -7.00 3.09
C: 3.21 -6.41 3.06
C: 3.05 -4.98 2.68
O: 1.94 -4.48 2.65
C: 4.26 -4.22 2.35
C: 5.46 -4.80 2.37
C: 5.62 -6.24 2.73
O: 6.73 -6.75 2.73
O: 6.60 -4.11 2.07
O: 2.08 -7.10 3.39
H: 4.54 -8.03 3.36
H: 4.14 -3.17 2.08
H: 7.33 -4.75 2.16
H: 1.35 -6.45 3.29

Summary:
LUMO energy   0.005 Ha
Total charge   -1
2S+1   1

Results of the Mulliken charge analysis, in e, for atoms 1 through 8: -0.596, -0.500, -0.106, -0.803, 1.261, -0.782, -0.401, -0.579

Entry 3:
Computed, not measured: a molecular structure, C21H27BClN5O6Sc, with ωB97M-V/def2-TZVPD.

Cartesian coordinates (Å):
Sc: 0.19 0.35 0.05
C: -2.43 -0.18 -3.57
C: -1.36 -0.28 -2.53
N: -1.40 0.39 -1.40
C: -2.59 1.01 -0.86
C: -3.11 0.09 0.25
N: -1.96 -0.60 0.89
C: -2.11 -0.86 2.32
C: -1.92 0.39 3.18
N: -0.92 1.26 2.58
C: 1.00 -0.25 3.10
C: 1.80 -1.26 2.24
N: 1.22 -1.40 0.91
C: 1.63 -2.38 0.13
C: 2.55 -3.45 0.62
C: 1.28 -2.32 -1.24
C: 1.45 -3.27 -2.23
C: 0.93 -3.07 -3.51
C: -0.02 -2.06 -3.69
C: -0.22 -1.10 -2.72
N: 0.83 -1.00 -1.71
H: -2.76 0.85 -3.68
H: -3.30 -0.78 -3.29
H: -2.08 -0.53 -4.54
H: -3.36 1.21 -1.61
H: -2.31 1.98 -0.43
H: -3.81 -0.65 -0.15
H: -3.65 0.67 1.00
H: -1.85 -1.50 0.43
H: -1.36 -1.60 2.58
H: -3.09 -1.30 2.56
H: -1.70 0.08 4.20
H: -2.83 0.99 3.22
H: -0.59 2.01 3.18
H: 0.32 -0.76 3.79
H: 1.66 0.41 3.66
H: 1.83 -2.21 2.78
H: 2.83 -0.90 2.15
H: 2.11 -4.01 1.44
H: 3.47 -2.99 1.00
H: 2.83 -4.15 -0.16
H: 1.91 -4.21 -1.99
H: 1.08 -3.82 -4.27
H: -0.68 -2.10 -4.55
O: 2.19 1.28 0.16
Cl: 1.74 2.74 0.16
O: 1.81 3.24 1.50
O: 0.22 0.53 2.18
O: 0.27 2.51 -0.21
O: 3.29 -0.52 -2.00
B: 1.97 -0.23 -2.24
O: 1.78 0.96 -2.90
C: 3.06 1.48 -3.05
C: 3.44 2.67 -3.61
C: 4.81 2.94 -3.60
C: 5.72 2.04 -3.06
C: 5.32 0.83 -2.49
C: 3.97 0.58 -2.50
H: 2.72 3.35 -4.04
H: 5.17 3.86 -4.03
H: 6.78 2.29 -3.07
H: 6.02 0.13 -2.07

Summary:
LUMO energy   -0.112 Ha
Total charge   +1
2S+1   1

Results of the Mulliken charge analysis, in e, for atoms 1 through 8: -0.761, -2.185, 1.108, 0.325, -0.954, -0.780, 0.113, -0.738

Across the entries above, calculated total energy takes the values -4065.33402 -3250.88845 -2787.22421 a.u., respectively.
Across the entries above, frontier orbital gap takes the values 10.00 5.56 6.70 eV, respectively.
Across the entries above, HOMO takes the values -9.55 -5.42 -9.74 eV, respectively.